{
  "formula": "C46H64N10O6",
  "method": "the ωB97M-V functional and the def2-TZVPD basis",
  "orbital_gap_ha": 0.33305,
  "lumo_energy_ev": -0.68,
  "charge": 0,
  "e_tot_ev": -75915.7401,
  "smiles": "O=[N+]([O-])c1ccccc1.O=[N+]([O-])c1ccccc1.O=[N+]([O-])c1ccccc1.CCCC#N.CCCC#N.CCCC#N.CCCC#N.CCCC#N.CCCC#N.CCCC#N",
  "symbols": ["O", "N", "O", "C", "C", "C", "C", "C", "C", "H", "H", "H", "H", "H", "O", "N", "O", "C", "C", "C", "C", "C", "C", "H", "H", "H", "H", "H", "O", "N", "O", "C", "C", "C", "C", "C", "C", "H", "H", "H", "H", "H", "C", "C", "C", "C", "N", "H", "H", "H", "H", "H", "H", "H", "C", "C", "C", "C", "N", "H", "H", "H", "H", "H", "H", "H", "C", "C", "C", "C", "N", "H", "H", "H", "H", "H", "H", "H", "C", "C", "C", "C", "N", "H", "H", "H", "H", "H", "H", "H", "C", "C", "C", "C", "N", "H", "H", "H", "H", "H", "H", "H", "C", "C", "C", "C", "N", "H", "H", "H", "H", "H", "H", "H", "C", "C", "C", "C", "N", "H", "H", "H", "H", "H", "H", "H"],
  "xyz": [[-5.51182, 2.03548, -0.20647], [-4.50510, 2.26937, -0.85534], [-3.38692, 2.29663, -0.38018], [-4.74267, 2.49694, -2.29429], [-3.67688, 2.92890, -3.07156], [-3.86576, 3.04298, -4.44019], [-5.09134, 2.78397, -5.02608], [-6.17209, 2.48868, -4.19409], [-6.01017, 2.36543, -2.79753], [-2.69036, 3.13074, -2.67301], [-3.08404, 3.45726, -5.06202], [-5.30548, 2.96282, -6.08021], [-7.15127, 2.26313, -4.59252], [-6.84482, 2.05075, -2.18482], [1.58247, -7.32486, 4.78648], [2.54228, -7.38225, 4.05659], [3.06766, -8.45639, 3.76443], [3.02976, -6.15993, 3.35869], [2.43555, -4.97738, 3.66117], [2.99871, -3.79071, 3.15450], [4.13198, -3.79969, 2.35090], [4.62839, -5.08483, 2.00491], [4.09913, -6.25205, 2.50900], [1.57356, -4.90090, 4.31269], [2.49184, -2.85557, 3.42999], [4.63142, -2.88846, 2.07578], [5.48780, -5.20222, 1.37639], [4.34382, -7.23599, 2.12731], [3.69464, -0.67565, 1.68699], [3.60220, 0.37917, 1.08176], [4.41968, 1.30466, 1.12216], [2.26291, 0.57937, 0.39378], [2.19922, 1.60746, -0.53564], [1.05284, 1.74644, -1.30687], [0.02783, 0.85039, -1.12254], [0.10458, -0.21176, -0.23201], [1.24491, -0.42301, 0.48802], [2.95431, 2.38952, -0.60186], [0.93959, 2.49879, -2.06549], [-0.90452, 0.99884, -1.68472], [-0.85178, -0.70634, -0.04188], [1.31800, -1.21683, 1.23319], [4.68580, 4.55995, -2.25355], [5.46290, 4.29629, -3.55580], [4.64424, 4.66757, -4.74085], [3.50027, 3.80307, -4.93437], [2.55458, 3.10554, -5.05039], [4.59569, 5.62319, -2.03888], [5.13055, 4.14265, -1.36418], [3.67788, 4.14682, -2.36145], [5.78330, 3.25962, -3.55015], [6.37037, 4.88167, -3.64400], [5.19880, 4.62289, -5.67765], [4.21850, 5.66122, -4.72362], [-4.64117, -0.89074, 1.89456], [-4.00582, -1.33637, 0.59976], [-4.93336, -2.08953, -0.35438], [-5.40464, -3.33950, 0.21534], [-5.75875, -4.32207, 0.84555], [-5.18296, -1.70797, 2.35686], [-5.29474, -0.03655, 1.71501], [-3.86397, -0.51884, 2.55990], [-3.15194, -1.95932, 0.87160], [-3.62941, -0.54123, -0.04348], [-4.49302, -2.40453, -1.32560], [-5.85873, -1.57907, -0.63085], [-0.32543, 1.09677, -5.13217], [-0.43239, -0.37583, -5.37697], [-0.53764, -1.19868, -4.08542], [-1.80062, -0.93473, -3.40315], [-2.75652, -0.53705, -2.95951], [0.65162, 1.30340, -4.71485], [-1.08711, 1.38780, -4.39878], [-0.49543, 1.69470, -6.02934], [0.39375, -0.68435, -5.99050], [-1.33548, -0.62686, -5.93764], [0.29399, -1.11251, -3.37859], [-0.58268, -2.22451, -4.44615], [-1.27873, 4.16148, 3.31088], [-2.02348, 2.86405, 2.94124], [-1.14898, 1.82981, 2.17013], [0.00302, 1.42190, 2.99682], [0.88439, 0.98721, 3.68815], [-0.91929, 4.67510, 2.43378], [-0.40058, 3.94308, 3.89791], [-1.93411, 4.90141, 3.80455], [-2.83828, 3.05086, 2.25827], [-2.45116, 2.43604, 3.84539], [-0.73690, 2.21852, 1.23225], [-1.71320, 0.94032, 1.85834], [-0.96343, -2.76031, 3.07204], [-0.76548, -3.03239, 4.59224], [-1.89350, -2.53760, 5.53492], [-2.12110, -1.07535, 5.39151], [-2.25640, 0.03878, 5.31341], [-0.99861, -1.67030, 2.91152], [-1.89939, -3.23187, 2.71556], [-0.16665, -3.24700, 2.53802], [0.13094, -2.52572, 4.95224], [-0.67921, -4.10707, 4.75068], [-1.66736, -2.76142, 6.57146], [-2.84271, -3.03583, 5.33601], [2.61352, 3.91550, 2.29645], [3.32575, 4.82458, 1.34874], [2.48999, 5.93863, 0.74865], [1.31050, 5.41173, 0.07708], [0.41223, 4.88919, -0.41837], [1.78295, 3.38417, 1.77486], [2.28055, 4.47419, 3.19931], [3.31197, 3.14731, 2.67189], [3.72007, 4.19244, 0.55970], [4.19606, 5.25498, 1.85778], [3.06025, 6.46509, -0.03596], [2.07700, 6.70841, 1.41503], [-0.52307, -3.93390, -0.92234], [0.62565, -4.76448, -0.31867], [1.10461, -5.87416, -1.29033], [2.12488, -6.78168, -0.74228], [2.87451, -7.58794, -0.37053], [-0.25754, -3.55497, -1.89311], [-0.76378, -3.09488, -0.25412], [-1.44700, -4.49593, -0.97768], [0.32093, -5.19977, 0.64048], [1.51283, -4.12917, -0.10931], [1.55483, -5.38073, -2.16998], [0.31208, -6.50814, -1.68625]]
}



{
  "formula": "C46H65BIN9O4Si",
  "method": "the ωB97M-V functional and the def2-TZVPD basis",
  "e_above_lowest_ev": 6.283,
  "orbital_gap_ha": 0.28081,
  "lumo_energy_ev": -0.51,
  "charge": 0,
  "e_tot_ev": -87006.4479,
  "smiles": "CB(O)[C@@H]1[C@@H](I)OC(=O)[C@@H]1CCO[Si](C)(C)C.c1cc[nH]c1.c1cc[nH]c1.c1cc[nH]c1.c1cc[nH]c1.c1cc[nH]c1.c1cc[nH]c1.c1cc[nH]c1.c1cc[nH]c1.c1cc[nH]c1",
  "symbols": ["C", "B", "O", "C", "C", "I", "O", "C", "O", "C", "C", "C", "O", "Si", "C", "C", "C", "H", "H", "H", "H", "H", "H", "H", "H", "H", "H", "H", "H", "H", "H", "H", "H", "H", "H", "H", "H", "C", "C", "C", "N", "C", "H", "H", "H", "H", "H", "C", "C", "C", "N", "C", "H", "H", "H", "H", "H", "C", "C", "C", "N", "C", "H", "H", "H", "H", "H", "C", "C", "C", "N", "C", "H", "H", "H", "H", "H", "C", "C", "C", "N", "C", "H", "H", "H", "H", "H", "C", "C", "C", "N", "C", "H", "H", "H", "H", "H", "C", "C", "C", "N", "C", "H", "H", "H", "H", "H", "C", "C", "C", "N", "C", "H", "H", "H", "H", "H", "C", "C", "C", "N", "C", "H", "H", "H", "H", "H"],
  "xyz": [[2.59595, -1.60463, -0.80388], [2.42890, -0.15820, 0.02480], [2.90561, 1.04905, -0.73362], [1.82424, -0.07111, 1.58116], [1.68842, -1.56196, 2.32701], [1.86140, -1.40647, 4.54443], [0.40832, -2.13963, 1.80459], [-0.29844, -1.15156, 0.92538], [-1.06267, -1.44106, -0.13113], [0.18827, 0.26504, 1.59234], [-0.28842, 1.69420, 0.94462], [-1.35065, 2.54516, 1.89543], [-2.17746, 1.69679, 2.76690], [-3.55970, 1.01139, 1.92797], [-3.53863, 1.20561, 0.01316], [-3.52397, -0.91661, 2.28757], [-5.26924, 1.68919, 2.59483], [2.73183, -2.52294, -0.08039], [1.68233, -1.79402, -1.54830], [3.55805, -1.58470, -1.50287], [3.71429, 0.68128, -1.23416], [2.54610, 0.71732, 2.05952], [2.56254, -2.34184, 2.11809], [-0.08216, 0.14134, 2.72419], [0.69399, 2.36710, 0.87000], [-0.69537, 1.61753, -0.16026], [-2.08310, 3.23439, 1.25675], [-0.77820, 3.30644, 2.61479], [-2.63383, 0.62298, -0.46235], [-4.54169, 0.73279, -0.42918], [-3.49906, 2.34328, -0.30999], [-4.39881, -1.21860, 3.04009], [-3.65053, -1.47503, 1.24202], [-2.48695, -1.20016, 2.80220], [-5.99337, 1.70048, 1.64597], [-5.17402, 2.81617, 2.93558], [-5.70147, 0.99608, 3.43904], [0.50044, -4.11624, 9.44596], [1.27893, -3.02287, 9.89510], [1.66330, -2.30820, 8.78270], [1.14802, -2.93472, 7.67787], [0.43282, -4.03514, 8.07298], [0.03795, -4.87968, 10.05800], [1.53138, -2.78232, 10.91974], [2.25888, -1.41059, 8.68293], [1.27492, -2.63182, 6.72091], [-0.06034, -4.66548, 7.34520], [2.56091, 3.78544, 6.16725], [1.22198, 4.13273, 6.46711], [0.44517, 3.02265, 6.22171], [1.26780, 2.01932, 5.77978], [2.56054, 2.47360, 5.74859], [3.43162, 4.42301, 6.24910], [0.86317, 5.08937, 6.82429], [-0.61989, 2.86166, 6.32221], [0.96787, 1.08904, 5.51851], [3.36714, 1.82674, 5.43051], [7.79472, -2.17542, -1.31776], [7.16936, -2.92669, -2.34136], [6.33998, -2.07056, -3.03063], [6.43941, -0.83024, -2.45580], [7.32842, -0.88332, -1.41397], [8.50911, -2.53747, -0.58983], [7.30948, -3.97880, -2.55332], [5.68831, -2.23763, -3.87785], [5.93622, -0.00484, -2.75435], [7.55130, 0.00012, -0.83083], [-3.50440, 3.37231, -3.70119], [-4.43548, 2.51596, -4.33602], [-5.69286, 3.01650, -4.08227], [-5.55330, 4.14207, -3.31265], [-4.22197, 4.36992, -3.07985], [-2.42671, 3.27282, -3.69861], [-4.21271, 1.62995, -4.91639], [-6.67241, 2.66826, -4.38158], [-6.31372, 4.71528, -2.97086], [-3.90013, 5.21924, -2.49225], [-2.27395, 8.93652, 7.15075], [-1.61331, 8.89380, 5.89976], [-0.36947, 8.34229, 6.11103], [-0.25471, 8.05518, 7.44636], [-1.41332, 8.40906, 8.08739], [-3.27043, 9.31046, 7.34705], [-2.00319, 9.22865, 4.94721], [0.44211, 8.13136, 5.42750], [0.55750, 7.64543, 7.88914], [-1.52530, 8.25712, 9.15256], [-7.64119, 8.05155, 0.08840], [-6.38827, 8.48957, 0.57991], [-5.42132, 8.00856, -0.27424], [-6.04654, 7.29173, -1.26113], [-7.40074, 7.31706, -1.05130], [-8.61399, 8.25139, 0.51858], [-6.21055, 9.09165, 1.46161], [-4.34465, 8.11363, -0.26353], [-5.58139, 6.81892, -2.02515], [-8.07542, 6.81029, -1.72820], [-1.48277, -4.22921, -2.05112], [-0.22985, -3.79119, -1.55961], [0.73710, -4.27220, -2.41376], [0.11188, -4.98902, -3.40065], [-1.24232, -4.96370, -3.19081], [-2.45557, -4.02936, -1.62094], [-0.05213, -3.18911, -0.67791], [1.81377, -4.16712, -2.40305], [0.57703, -5.46184, -4.16467], [-1.91700, -5.47046, -3.86772], [3.90919, -5.02782, -6.47675], [4.27422, -6.31439, -6.94014], [3.14350, -7.09937, -6.90520], [2.11020, -6.33287, -6.43249], [2.56647, -5.06661, -6.17374], [4.55564, -4.16567, -6.37614], [5.25604, -6.63370, -7.26502], [2.98647, -8.13537, -7.17429], [1.15960, -6.65159, -6.29678], [1.89881, -4.30405, -5.79568], [3.97410, -8.83279, -10.11046], [3.34874, -9.58407, -11.13406], [2.51936, -8.72793, -11.82332], [2.61880, -7.48762, -11.24849], [3.50780, -7.54070, -10.20666], [4.68849, -9.19485, -9.38252], [3.48886, -10.63617, -11.34601], [1.86769, -8.89501, -12.67054], [2.11560, -6.66221, -11.54704], [3.73069, -6.65726, -9.62352]]
}